No. 1
{"formula": "C24H28N2O4", "method": "ωB97M-V/def2-TZVPD", "elements": ["H", "C", "H", "H", "C", "C", "C", "H", "H", "C", "C", "H", "H", "C", "H", "H", "N", "H", "H", "C", "H", "H", "C", "H", "C", "H", "H", "C", "H", "H", "C", "N", "C", "H", "O", "C", "H", "C", "C", "H", "O", "O", "H", "H", "C", "C", "H", "H", "C", "O", "C", "H", "H", "C", "C", "C", "C", "H"], "positions_angstrom": [[2.0021, -0.3465, 1.6117], [-3.9361, -0.4087, -1.6582], [4.4751, -2.0935, 0.4375], [5.0546, -0.4229, -2.1567], [0.1059, -0.2191, 0.6509], [8.7004, -1.5178, 0.6840], [5.3477, 0.1751, -1.2904], [-7.2066, -1.5262, 2.0648], [-2.4472, 1.0936, -2.0782], [-4.4273, 1.0843, 0.7703], [6.3685, -1.0959, 0.4414], [3.3284, -0.2303, -0.5275], [7.2040, -2.2593, 2.0358], [4.8969, -1.1295, 0.7313], [-8.6437, -0.2877, -0.2166], [9.9724, -0.6557, -0.8010], [4.2276, 1.2269, 0.6167], [-3.7411, 0.5785, 1.4572], [-7.6783, -3.1906, 1.6258], [4.3233, 0.0055, -0.1464], [5.1115, 1.6295, 0.9024], [-0.9305, 2.3720, -1.2784], [-6.6815, 0.3854, 0.2526], [8.1175, 0.3909, -2.0547], [1.3676, 0.2376, 0.9619], [5.4230, 1.2152, -1.6095], [-2.9069, 2.4207, 0.0497], [-4.7099, -0.9671, -0.4614], [-7.4438, -0.6602, -1.4811], [-3.9999, -1.4431, 0.2231], [6.6254, -0.3519, -0.7073], [-5.3624, 0.1102, 0.2452], [-3.6344, 1.7243, -0.3690], [-8.8777, -1.8704, 1.5561], [3.2744, 3.1262, 1.3193], [-7.8263, -2.1367, 1.3992], [9.5198, -1.9683, 1.2242], [7.4012, -1.6835, 1.1435], [-7.6190, -0.6394, -0.4013], [-5.4356, -1.7112, -0.7809], [-7.4589, -1.9651, 0.0507], [-1.9485, -0.0431, -0.4243], [-3.4097, -1.2204, -2.1605], [-4.9971, 1.8402, 1.3124], [-2.9228, 0.6432, -1.1946], [0.9615, 2.2140, -0.3260], [4.6752, -0.9680, 1.7867], [1.2955, 3.1738, -0.6902], [8.9557, -0.7777, -0.4581], [-7.1369, 1.3947, 0.7609], [7.9171, -0.1878, -1.1650], [-4.3116, 2.2777, -1.0213], [-0.2533, -1.1619, 1.0329], [1.8162, 1.4590, 0.4645], [-0.3029, 1.7576, -0.6525], [3.1501, 2.0186, 0.8320], [-0.7433, 0.5294, -0.1687], [-4.6252, 0.0554, -2.3653]], "forces_ev_per_angstrom": [[0.09, -0.09, 0.05], [0.32, -0.01, 0.36], [-0.04, -0.05, 0.02], [-0.03, 0.01, -0.05], [-0.19, 0.00, -0.06], [0.02, -0.10, 0.13], [-0.09, -0.05, -0.12], [-0.01, -0.02, 0.03], [-0.02, -0.09, 0.15], [0.00, 0.43, 0.14], [0.02, 0.12, -0.12], [0.21, 0.02, 0.04], [0.00, -0.06, 0.10], [-0.13, -0.11, -0.05], [0.21, 0.02, -0.03], [0.09, 0.01, -0.02], [0.40, -0.05, 0.11], [-0.06, 0.04, 0.01], [-0.02, 0.04, 0.08], [-0.16, -0.16, -0.13], [-0.13, 0.13, 0.07], [-0.09, 0.02, -0.04], [-0.32, -0.26, 0.01], [0.04, 0.07, -0.09], [-0.04, 0.17, -0.11], [-0.08, -0.01, -0.04], [0.00, 0.07, -0.05], [0.05, -0.23, -0.49], [-0.03, 0.04, 0.06], [-0.12, -0.08, -0.04], [-0.05, -0.06, 0.16], [0.30, -0.02, 0.18], [0.22, -0.33, 0.15], [0.02, -0.01, 0.02], [-0.12, 0.30, 0.03], [-0.04, 0.00, 0.12], [0.08, -0.03, 0.04], [0.08, -0.01, -0.01], [-0.19, 0.00, -0.01], [0.12, 0.04, 0.10], [0.05, 0.02, -0.23], [0.10, -0.16, 0.11], [0.02, 0.01, -0.08], [0.13, -0.14, -0.01], [-0.39, 0.41, -0.52], [0.26, -0.12, 0.16], [-0.09, -0.02, -0.01], [0.02, 0.10, -0.01], [0.08, 0.06, -0.13], [-0.24, 0.23, -0.01], [0.08, -0.03, 0.02], [0.00, 0.06, -0.02], [-0.05, -0.10, 0.05], [-0.24, 0.12, 0.00], [-0.33, -0.07, -0.13], [0.05, 0.00, 0.03], [0.27, -0.04, 0.16], [-0.02, 0.00, -0.04]], "smiles": "COCC(=O)N1CCC(Oc2ccc(C(=O)NC3Cc4ccccc4C3)cc2)CC1", "max_force_ev_per_a": 0.8, "energy_ha": -1341.84280, "spin_multiplicity": 1, "homo_lumo_gap_ev": 9.34, "homo_energy_ha": -0.321}

No. 2
{"formula": "C24H28N2O6", "method": "ωB97M-V/def2-TZVPD", "elements": ["C", "C", "C", "C", "C", "H", "H", "H", "H", "H", "O", "H", "H", "C", "H", "C", "H", "H", "C", "H", "N", "O", "C", "C", "C", "C", "H", "H", "C", "H", "H", "N", "C", "H", "C", "H", "O", "C", "H", "H", "H", "O", "H", "C", "C", "H", "C", "H", "O", "C", "C", "O", "H", "H", "H", "C", "C", "H", "H", "C"], "positions_angstrom": [[2.5243, 0.0040, 1.0183], [-1.3280, -2.7435, 0.3702], [-2.9891, 1.0467, 0.1379], [3.9185, 0.2548, 0.6441], [1.4865, 1.9764, -0.1696], [-7.7218, -0.5754, 0.5883], [-4.8125, -0.6264, -3.3644], [-5.4443, -0.3973, 1.6418], [-1.1216, -2.4891, -1.8300], [-4.6116, 2.4246, -0.2243], [2.3613, -1.1545, 1.6846], [3.9260, 2.3356, 1.1755], [-6.5966, 0.1610, -1.8581], [6.6011, 0.6394, -0.0022], [-1.7587, -3.7113, 0.5215], [-5.5720, -0.6744, 0.5913], [7.6789, -0.8242, -2.2998], [-4.7927, -1.4172, 0.3494], [-4.4594, 1.4741, 0.2943], [-2.8894, 0.0122, 0.4691], [-0.6639, 1.7157, 0.6677], [-0.3739, 3.4781, -0.7486], [4.6837, -0.8062, 0.1704], [7.9048, -1.2975, -1.3345], [6.0107, -0.6180, -0.1785], [-4.6656, -0.6687, -2.2879], [-7.0662, -2.1183, 1.1517], [-1.0774, -1.9231, 2.4303], [-0.4668, -0.7199, 0.7082], [4.2512, -1.7854, 0.0434], [-4.9300, -1.6675, -1.9492], [-5.4545, 0.5445, -0.1841], [-6.9458, -1.3181, 0.4254], [1.4242, -1.3541, 1.8313], [0.0671, 0.5929, 1.2102], [8.8826, -0.7762, 0.5138], [-0.4936, -0.9375, -0.6215], [4.5039, 1.5119, 0.7925], [6.3072, 2.6545, 0.6005], [-2.2512, 2.9911, 0.6968], [-4.6612, 1.6425, 1.3580], [2.3904, 2.4328, -0.8311], [-5.3289, 1.3677, -2.0629], [5.8319, 1.6949, 0.4787], [0.0535, 2.5091, -0.1659], [-2.6923, 1.1119, -0.9095], [-0.9656, -1.8082, 1.3706], [9.6115, -0.0073, -0.9286], [7.9198, 0.8677, -0.2732], [8.6745, -0.3102, -0.4591], [-5.5521, 0.3933, -1.6231], [6.7076, -1.6804, -0.6945], [-0.0100, 0.5951, 2.3100], [-2.2301, 1.8008, 2.0257], [8.4758, -2.2124, -1.4979], [-1.0195, -2.1557, -0.8168], [1.4902, 0.8393, 0.7388], [-3.6129, -0.5015, -2.0795], [-7.0691, -1.7382, -0.5688], [-2.0590, 1.9454, 0.9534]], "forces_ev_per_angstrom": [[-0.32, 0.34, -0.08], [0.06, 0.04, -0.59], [-0.23, 0.19, 0.13], [0.31, -0.17, 0.04], [0.71, -0.11, -0.18], [-0.11, 0.07, 0.01], [0.00, -0.05, -0.13], [0.07, -0.04, -0.03], [0.03, 0.05, -0.19], [0.02, 0.06, 0.08], [0.13, 0.07, 0.08], [-0.07, 0.08, 0.01], [0.06, 0.07, -0.12], [-0.14, -0.12, 0.09], [-0.09, -0.23, -0.06], [-0.19, 0.00, -0.04], [0.02, -0.08, 0.07], [0.00, 0.05, 0.09], [0.31, -0.06, -0.01], [0.04, -0.06, -0.10], [0.16, -0.07, 0.17], [0.11, 0.03, -0.14], [0.12, 0.16, -0.03], [0.43, 0.34, -0.04], [0.01, 0.16, -0.04], [-0.14, 0.22, 0.17], [-0.05, -0.12, 0.02], [-0.03, 0.08, 0.26], [-0.22, -0.30, 0.96], [-0.04, -0.14, -0.01], [0.01, -0.15, 0.01], [-0.06, 0.00, 0.14], [0.30, 0.06, 0.07], [-0.03, 0.00, -0.19], [0.18, -0.22, -0.18], [0.01, 0.07, -0.10], [0.27, 0.54, -0.04], [-0.02, -0.19, 0.04], [0.06, 0.13, 0.03], [0.01, -0.06, 0.12], [0.00, 0.08, -0.01], [-0.48, 0.14, 0.03], [-0.09, 0.01, -0.02], [0.14, -0.16, -0.08], [-0.33, 0.45, -0.10], [0.04, -0.07, -0.03], [0.33, 0.64, -0.20], [-0.07, -0.08, 0.04], [-0.32, 0.26, 0.00], [0.05, -0.58, -0.16], [-0.06, -0.11, -0.10], [-0.26, -0.03, 0.23], [0.00, -0.11, -0.16], [0.01, 0.06, -0.03], [0.00, 0.11, -0.01], [-0.43, -0.81, 0.33], [-0.02, -0.33, 0.31], [0.14, -0.03, 0.01], [-0.07, -0.08, -0.12], [-0.26, 0.00, -0.22]], "smiles": "CCN(CC)CCCN1C(=O)C(=O)/C(=C(/O)c2ccc3c(c2)OCCO3)[C@@H]1c1ccco1", "max_force_ev_per_a": 1.0, "energy_ha": -1492.25487, "spin_multiplicity": 1, "homo_lumo_gap_ev": 8.03, "homo_energy_ha": -0.299}

No. 3
{"formula": "C24H28N3O4Sn", "method": "ωB97M-V/def2-TZVPD", "elements": ["C", "C", "H", "C", "H", "O", "H", "O", "C", "C", "C", "H", "H", "O", "H", "H", "N", "H", "N", "H", "C", "H", "H", "H", "H", "H", "C", "C", "C", "H", "H", "Sn", "H", "C", "C", "H", "C", "H", "H", "C", "H", "H", "C", "C", "C", "H", "C", "H", "C", "H", "C", "C", "H", "C", "O", "N", "H", "C", "C", "H"], "positions_angstrom": [[-1.9494, 0.5355, -0.0745], [2.1432, 1.5108, 2.3356], [3.9790, 0.3510, -5.0642], [-3.9185, -0.9546, -3.1925], [-0.6876, -0.0485, 1.7566], [-2.5597, -1.8655, -0.2824], [-3.5352, -2.5895, -4.5160], [4.1380, -0.3104, -0.5535], [3.5465, -0.0072, -1.7396], [-2.7920, -0.5739, 0.0685], [1.0711, 0.6463, 2.4920], [-3.9709, 2.9570, 1.2082], [5.7249, -1.5102, -1.1638], [-0.3998, -0.5754, 3.8149], [2.4351, 1.8532, 1.3521], [5.7866, -0.8237, 0.4754], [1.6584, 0.2790, -0.3520], [5.2326, -0.2496, -3.0408], [-0.6506, 0.4764, -0.6964], [-0.4934, -2.1704, -0.1701], [-4.4879, 0.8700, 1.0379], [6.1161, 0.2153, -0.9302], [-3.9006, 0.7949, -2.2834], [2.3614, 0.0447, 0.3384], [3.6712, 2.6421, 3.3191], [-0.1249, -1.5165, 5.6505], [5.5248, -0.6239, -0.5590], [0.4036, 0.3385, 0.1021], [-4.0586, -0.3748, 0.6297], [-3.0983, -1.0086, -5.1826], [1.0596, 0.4343, 5.8826], [-0.6843, 1.2539, -2.7627], [2.9683, 1.9488, 5.5864], [1.4516, 0.6688, -2.7937], [3.4699, 0.3405, -4.1098], [-1.1263, -1.8433, -1.8021], [-0.8862, -0.9717, 5.0892], [-1.4787, -3.3870, -1.0034], [1.5961, 0.9380, -4.9238], [2.4436, 1.5784, 4.7164], [-3.9479, -1.5801, -2.2958], [-4.9398, -0.7902, -3.5429], [-3.1025, -1.6189, -4.2795], [2.1343, 0.6682, -4.0208], [2.8360, 1.9684, 3.4504], [-4.6963, -1.2443, 0.7257], [-2.4013, 1.7916, 0.3426], [-2.0703, -1.7660, -3.9505], [0.6823, 0.2447, 3.7791], [-5.4719, 0.9840, 1.4720], [-1.3382, -2.3213, -0.8454], [1.3635, 0.7197, 4.8856], [-1.7251, 2.6305, 0.2198], [4.1842, 0.0011, -2.9645], [-3.3105, 0.3103, -2.8742], [0.2460, 0.1764, 1.4404], [-1.7289, -1.6284, 4.8959], [-3.6525, 1.9724, 0.8942], [2.1802, 0.3182, -1.6601], [-1.2203, -0.1083, 5.6688]], "forces_ev_per_angstrom": [[0.06, 0.00, 0.12], [-0.04, -0.03, -0.01], [-0.03, 0.00, -0.01], [-0.02, -0.10, -0.05], [-0.08, 0.06, -0.09], [0.02, 0.07, 0.03], [0.07, -0.04, -0.03], [-0.03, 0.01, 0.02], [0.01, 0.04, -0.04], [0.04, 0.04, 0.05], [0.22, -0.01, -0.03], [0.00, -0.02, 0.00], [-0.03, 0.00, 0.01], [0.00, -0.01, -0.04], [-0.01, 0.05, 0.06], [0.02, 0.00, -0.01], [0.16, -0.04, 0.04], [-0.02, 0.00, 0.01], [-0.13, 0.16, -0.33], [-0.03, 0.00, 0.02], [0.03, 0.01, -0.01], [-0.03, 0.01, 0.00], [0.08, 0.01, 0.04], [-0.06, -0.05, 0.01], [-0.01, 0.00, 0.00], [0.01, 0.00, -0.04], [0.10, -0.03, 0.04], [-0.02, -0.17, 0.07], [-0.04, -0.09, -0.03], [0.01, -0.02, -0.01], [0.00, -0.02, -0.03], [0.79, 0.02, 0.32], [0.01, -0.02, 0.00], [-0.36, -0.12, 0.09], [0.04, 0.01, -0.03], [-0.02, -0.02, 0.00], [-0.07, -0.04, 0.10], [0.00, 0.00, 0.01], [0.04, -0.01, -0.03], [0.05, 0.03, -0.03], [-0.06, 0.03, -0.05], [0.00, 0.02, 0.04], [-0.05, 0.20, 0.12], [-0.22, 0.08, -0.03], [0.01, 0.00, 0.04], [0.01, 0.00, 0.02], [0.02, -0.08, -0.01], [-0.01, -0.07, -0.04], [0.01, 0.04, -0.02], [-0.01, -0.02, -0.02], [0.07, 0.03, -0.02], [-0.01, -0.02, 0.04], [-0.02, 0.02, 0.02], [0.03, -0.01, 0.02], [-0.05, -0.23, -0.08], [-0.23, 0.12, -0.02], [0.00, 0.01, 0.01], [0.01, 0.10, 0.00], [-0.21, 0.10, -0.18], [0.01, 0.00, -0.03]], "total_charge": 1, "max_force_ev_per_a": 0.9, "energy_ha": -1610.63753, "spin_multiplicity": 1, "homo_lumo_gap_ev": 7.14, "homo_energy_ha": -0.397}